Entry 1:
C24H27N3O2 | wB97M-V/def2-TZVPD

Output
LUMO energy: 0.1 eV
HOMO energy: -0.282 Ha
ΔE to the lowest compared entry with this formula, charge and spin: 457.4 kcal per mole
2S+1: 1
orbital gap: 7.79 eV

Each line ends with the natural charge from an NBO analysis.
Positions of all 56 atoms, in Å:
C (-7.079, -1.339, -1.814)  -0.58
C (-5.469, -1.227, -1.744)  -0.06
O (-5.193, -0.906, -0.395)  -0.47
C (-4.017, -0.924, 0.024)  0.37
C (-2.926, -1.125, -0.930)  -0.31
C (-1.740, -0.928, -0.185)  -0.10
C (-1.592, -0.800, 1.300)  -0.21
C (-2.653, -0.574, 1.832)  -0.08
C (-3.947, -0.683, 1.332)  -0.33
H (-4.733, -0.706, 2.043)  0.24
H (-2.543, -0.252, 3.033)  0.21
C (-0.270, -0.429, 1.647)  0.52
O (-0.006, -0.327, 2.787)  -0.54
C (1.000, -0.868, 0.944)  -0.22
C (2.045, -0.203, 0.331)  0.22
N (2.105, 1.145, 0.681)  -0.46
C (2.441, 1.796, -0.591)  -0.24
H (3.035, 2.738, -0.319)  0.18
C (1.185, 2.631, -1.231)  -0.15
N (0.435, 3.415, -0.044)  -0.46
C (0.146, 2.572, 0.935)  -0.23
C (1.381, 2.076, 1.704)  -0.21
H (2.169, 2.924, 1.848)  0.22
H (1.261, 1.448, 2.624)  0.27
H (-0.536, 1.941, 0.571)  0.18
H (-0.152, 3.247, 1.783)  0.21
C (-0.711, 3.867, -0.648)  -0.21
C (-0.340, 5.346, -1.639)  -0.60
H (-0.100, 4.770, -2.451)  0.19
H (0.429, 5.772, -1.099)  0.21
H (-1.250, 5.900, -1.841)  0.20
H (-1.458, 3.324, -1.253)  0.19
H (-1.193, 4.518, 0.247)  0.19
H (0.393, 1.557, -1.474)  0.10
H (1.251, 3.053, -2.054)  0.16
H (2.901, 1.546, -1.383)  0.21
C (3.152, -0.891, -0.362)  -0.18
C (4.384, -0.301, -0.170)  -0.20
C (5.355, -0.987, -1.051)  -0.21
C (5.031, -2.219, -1.392)  -0.23
C (4.035, -3.035, -1.049)  -0.16
C (2.799, -2.189, -0.288)  0.22
N (1.721, -2.981, -0.158)  -0.44
C (0.882, -2.459, 0.554)  0.18
H (-0.031, -2.846, 0.755)  0.17
H (3.922, -4.050, -1.486)  0.23
H (6.011, -2.994, -1.960)  0.17
H (6.471, -0.724, -1.195)  0.23
H (4.614, 0.769, -0.182)  0.24
H (-0.959, -0.818, -0.845)  0.20
H (-3.030, -1.026, -1.892)  0.21
H (-5.106, -2.097, -2.128)  0.18
H (-5.056, -0.316, -2.437)  0.16
H (-7.433, -2.252, -1.204)  0.20
H (-7.496, -0.495, -1.444)  0.21
H (-7.336, -1.414, -2.732)  0.19



Entry 2:
C29H42N4O3 | wB97M-V/def2-TZVPD

Output
SMILES string: CCCN1CCCc2cc(CN(CCCN3CCOCC3)C(=O)Nc3ccc(OCC)cc3)ccc21
LUMO energy: 0.7 eV
HOMO energy: -0.276 Ha
ΔE to the lowest compared entry with this formula, charge and spin: 6.3 kcal per mole
2S+1: 1
orbital gap: 8.16 eV

Each line ends with the natural charge from an NBO analysis.
Positions of all 78 atoms, in Å:
C (-3.387, -5.488, 0.122)  -0.61
C (-2.298, -5.290, 1.168)  -0.41
H (-2.210, -6.195, 1.774)  0.20
H (-2.581, -4.469, 1.828)  0.21
C (-0.920, -5.000, 0.553)  -0.20
N (-0.824, -3.737, -0.137)  -0.43
C (-0.718, -2.549, 0.539)  0.17
C (-0.631, -2.498, 1.938)  -0.29
C (-0.492, -1.302, 2.611)  -0.14
C (-0.443, -0.095, 1.927)  -0.13
C (-0.530, -0.136, 0.541)  -0.22
C (-0.657, -1.323, -0.155)  0.01
C (-0.687, -1.290, -1.658)  -0.43
C (-0.171, -2.613, -2.204)  -0.40
C (-0.985, -3.735, -1.574)  -0.19
H (-0.651, -4.703, -1.958)  0.20
H (-2.041, -3.610, -1.854)  0.18
H (-0.265, -2.651, -3.290)  0.21
H (0.881, -2.733, -1.942)  0.21
H (-0.079, -0.459, -2.020)  0.22
H (-1.712, -1.124, -2.009)  0.21
H (-0.468, 0.783, -0.023)  0.22
C (-0.278, 1.202, 2.693)  -0.24
N (0.134, 2.332, 1.889)  -0.46
C (1.340, 2.395, 1.234)  0.80
O (1.683, 3.392, 0.627)  -0.67
N (2.105, 1.258, 1.339)  -0.63
C (3.278, 0.964, 0.640)  0.13
C (4.092, 1.932, 0.069)  -0.23
C (5.256, 1.575, -0.591)  -0.25
C (5.635, 0.242, -0.688)  0.27
C (4.816, -0.730, -0.112)  -0.24
C (3.656, -0.376, 0.539)  -0.22
H (3.028, -1.141, 0.975)  0.21
H (5.111, -1.764, -0.194)  0.22
O (6.748, -0.233, -1.325)  -0.50
C (7.700, 0.674, -1.836)  -0.06
C (8.571, 1.293, -0.746)  -0.64
H (7.968, 1.873, -0.052)  0.21
H (9.318, 1.942, -1.196)  0.21
H (9.075, 0.507, -0.188)  0.21
H (8.319, 0.068, -2.504)  0.19
H (7.213, 1.454, -2.434)  0.17
H (5.854, 2.360, -1.026)  0.21
H (3.804, 2.968, 0.130)  0.25
H (1.658, 0.441, 1.729)  0.41
C (-0.702, 3.514, 1.839)  -0.21
H (-0.031, 4.363, 1.679)  0.24
C (-1.730, 3.492, 0.702)  -0.44
C (-2.914, 2.554, 0.981)  -0.21
N (-3.902, 2.430, -0.071)  -0.45
C (-3.435, 1.755, -1.267)  -0.26
C (-4.649, 1.444, -2.144)  -0.07
O (-5.349, 2.616, -2.488)  -0.52
C (-5.768, 3.302, -1.330)  -0.07
C (-4.578, 3.660, -0.436)  -0.25
H (-4.935, 4.154, 0.470)  0.20
H (-3.920, 4.352, -0.988)  0.17
H (-6.280, 4.201, -1.676)  0.19
H (-6.469, 2.674, -0.760)  0.16
H (-4.342, 0.986, -3.086)  0.19
H (-5.317, 0.757, -1.601)  0.16
H (-2.942, 0.825, -0.976)  0.21
H (-2.728, 2.371, -1.848)  0.17
H (-2.549, 1.544, 1.177)  0.20
H (-3.443, 2.907, 1.874)  0.19
H (-1.218, 3.194, -0.214)  0.21
H (-2.102, 4.509, 0.564)  0.21
H (-1.206, 3.639, 2.802)  0.19
H (-1.233, 1.465, 3.158)  0.22
H (0.440, 1.043, 3.514)  0.20
H (-0.417, -1.309, 3.689)  0.20
H (-0.659, -3.403, 2.521)  0.21
H (-0.159, -5.039, 1.339)  0.20
H (-0.683, -5.791, -0.164)  0.20
H (-3.103, -6.260, -0.590)  0.20
H (-4.316, -5.790, 0.600)  0.21
H (-3.573, -4.565, -0.421)  0.20



Entry 3:
C37H30BNO6 | wB97M-V/def2-TZVPD

Output
SMILES string: O=C1c2ccccc2C(=O)c2ccccc21.O=C1c2ccccc2C(=O)c2ccccc21.C#CB(CCCCCOC)N=C=O
LUMO energy: -1.1 eV
HOMO energy: -0.350 Ha
ΔE to the lowest compared entry with this formula, charge and spin: 94.9 kcal per mole
2S+1: 1
orbital gap: 8.41 eV

Each line ends with the Löwdin charge.
Positions of all 75 atoms, in Å:
C (-0.129, 6.156, 2.960)  0.09
C (-1.167, 5.591, 2.354)  0.01
B (-2.544, 4.713, 2.140)  -0.37
C (-3.516, 4.226, 3.357)  -0.12
C (-3.017, 4.643, 4.836)  -0.22
C (-2.314, 3.413, 5.651)  -0.19
C (-0.705, 3.590, 5.462)  -0.17
C (0.123, 2.220, 5.816)  -0.21
O (1.558, 2.466, 5.539)  -0.26
C (1.881, 1.778, 4.275)  -0.13
N (-2.933, 4.298, 0.727)  0.20
C (-3.653, 5.302, 0.262)  -0.19
O (-4.589, 6.081, -0.094)  0.08
H (0.747, 6.566, 3.599)  0.08
H (-3.615, 3.068, 3.245)  0.12
H (-4.568, 4.654, 3.169)  0.12
H (-3.961, 4.966, 5.437)  0.11
H (-2.291, 5.532, 4.874)  0.10
H (-2.679, 2.395, 5.258)  0.11
H (-2.531, 3.546, 6.772)  0.11
H (-0.502, 3.788, 4.349)  0.08
H (-0.348, 4.480, 6.108)  0.13
H (-0.178, 1.347, 5.120)  0.11
H (0.033, 1.955, 6.941)  0.13
H (1.143, 2.119, 3.442)  0.10
H (2.988, 2.015, 4.000)  0.10
H (1.751, 0.626, 4.402)  0.10
C (-2.896, 4.896, -4.433)  -0.05
C (-2.531, 4.839, -3.090)  -0.05
C (-1.698, 3.821, -2.636)  0.00
C (-1.238, 2.848, -3.525)  -0.08
C (-1.623, 2.891, -4.865)  -0.08
C (-2.445, 3.924, -5.321)  0.00
C (-1.181, 1.838, -5.807)  -0.28
O (-1.515, 1.877, -6.980)  0.10
C (-0.337, 0.733, -5.303)  -0.09
C (0.040, -0.299, -6.166)  0.00
C (0.845, -1.336, -5.704)  -0.05
C (1.285, -1.342, -4.381)  -0.05
C (0.907, -0.319, -3.517)  0.01
C (0.087, 0.715, -3.974)  -0.09
C (-0.338, 1.779, -3.038)  -0.28
O (0.043, 1.772, -1.878)  0.10
H (-3.539, 5.697, -4.788)  0.11
H (-2.895, 5.591, -2.395)  0.09
H (-1.413, 3.785, -1.589)  0.11
H (-2.737, 3.971, -6.366)  0.12
H (-0.297, -0.299, -7.199)  0.12
H (1.132, -2.139, -6.376)  0.11
H (1.919, -2.148, -4.023)  0.10
H (1.249, -0.332, -2.486)  0.12
C (5.982, -6.146, -0.635)  -0.06
C (5.843, -6.848, 0.562)  -0.06
C (4.578, -7.066, 1.098)  0.00
C (3.447, -6.573, 0.445)  -0.08
C (3.588, -5.850, -0.739)  -0.08
C (4.858, -5.647, -1.285)  0.00
C (2.401, -5.280, -1.415)  -0.28
O (2.523, -4.650, -2.453)  0.09
C (1.067, -5.476, -0.809)  -0.08
C (-0.055, -4.895, -1.404)  0.00
C (-1.317, -5.086, -0.848)  -0.06
C (-1.464, -5.865, 0.298)  -0.06
C (-0.348, -6.441, 0.897)  0.00
C (0.921, -6.239, 0.350)  -0.08
C (2.105, -6.826, 1.014)  -0.28
O (1.978, -7.505, 2.020)  0.10
H (6.969, -5.984, -1.058)  0.11
H (6.722, -7.226, 1.075)  0.11
H (4.476, -7.618, 2.028)  0.12
H (4.973, -5.097, -2.214)  0.12
H (0.051, -4.289, -2.300)  0.12
H (-2.187, -4.629, -1.309)  0.11
H (-2.449, -6.019, 0.728)  0.11
H (-0.469, -7.043, 1.793)  0.12



Question: The highest HOMO energy belongs to which entry?
Answer: C29H42N4O3



Question: ΔE to the lowest compared entry with this formula, charge and spin of number 1 (C24H27N3O2)?
Answer: 457.4 kcal per mole